No. 1
{
  "formula": "C4H8NO",
  "method": "ωB97M-V/def2-TZVPD",
  "homo_lumo_gap_ev": 11.01,
  "homo_energy_ev": -14.692,
  "smiles": "C=C[C@@]1([NH3+])CO1",
  "de_lowest_kcal_mol": 56.9,
  "charge": 1,
  "elements": ["O", "N", "C", "C", "C", "C", "H", "H", "H", "H", "H", "H", "H", "H"],
  "xyz": [[-1.37373, 0.48001, -0.48716], [-0.26565, -0.40588, 1.65913], [-0.55310, 1.61053, -0.06520], [-0.21991, 0.19198, 0.10827], [0.78720, -1.00498, -1.77232], [0.76929, -0.66036, -0.50710], [-1.22646, -0.65765, 1.87507], [-0.10666, 0.38906, 2.31969], [1.37578, -1.73176, -2.31527], [-0.98571, 2.32861, 0.73725], [1.61032, -1.05719, 0.00772], [-0.23330, 2.20524, -0.85442], [0.01604, -0.47750, -2.44712], [0.40590, -1.21012, 1.74145]]
}

***

No. 2
{
  "formula": "C16H20N2O4",
  "method": "ωB97M-V/def2-TZVPD",
  "homo_lumo_gap_ev": 9.19,
  "homo_energy_ev": -8.369,
  "smiles": "O=C(CCC(=O)N1CCOc2ccccc21)N1CCOCC1",
  "de_lowest_kcal_mol": 36.5,
  "elements": ["O", "O", "O", "O", "N", "N", "C", "C", "C", "C", "C", "C", "C", "C", "C", "C", "C", "C", "C", "C", "C", "C", "H", "H", "H", "H", "H", "H", "H", "H", "H", "H", "H", "H", "H", "H", "H", "H", "H", "H", "H", "H"],
  "xyz": [[-4.15252, 1.13232, -1.30370], [4.05779, 1.67770, -0.14142], [-0.97872, -1.99020, -0.13440], [-0.55086, 1.58328, 0.78196], [1.38823, 0.78882, -0.00863], [-2.93752, -0.94765, 0.16064], [2.43770, -0.14256, -0.16668], [-3.82319, 1.30487, 0.05794], [-1.70271, -1.30795, 0.57471], [1.70649, 2.06257, -0.62789], [0.30797, 0.71684, 0.81355], [3.74654, 0.35185, -0.23041], [4.80417, -0.53121, -0.42550], [-3.28060, -1.13483, -1.23923], [-3.26503, 0.23363, -1.92990], [2.98090, 2.57396, 0.04042], [2.20550, -1.49553, -0.39561], [0.23370, -0.41928, 1.81763], [-3.86955, -0.04107, 0.79505], [-1.22576, -0.86672, 1.95054], [4.56589, -1.88146, -0.58394], [3.26546, -2.36154, -0.58535], [5.39526, -2.55642, -0.72969], [5.80347, -0.12725, -0.45655], [3.07211, -3.40982, -0.75080], [1.86920, 1.92056, -1.70046], [3.30410, 3.52606, -0.38783], [-4.87244, -0.47261, 0.69481], [-2.24111, 0.63611, -1.89970], [0.87052, -1.25328, 1.54278], [-3.59410, 0.15000, -2.96677], [-1.80581, -0.03452, 2.33842], [-2.81511, 1.73195, 0.15882], [2.79462, 2.71118, 1.11494], [-2.54645, -1.80323, -1.68894], [0.57906, -0.01574, 2.77425], [1.18979, -1.85827, -0.44821], [0.87605, 2.74956, -0.46334], [-3.65557, 0.09205, 1.85192], [-4.56129, 1.99787, 0.46432], [-4.27894, -1.57783, -1.30492], [-1.29724, -1.71223, 2.63715]]
}

***

No. 3
{
  "formula": "C20H35CuN5",
  "method": "ωB97M-V/def2-TZVPD",
  "homo_lumo_gap_ev": [8.46, 4.91],
  "homo_energy_ev": [-16.179, -16.177],
  "multiplicity": 2,
  "charge": 2,
  "elements": ["Cu", "N", "N", "N", "N", "N", "C", "C", "C", "C", "C", "C", "C", "C", "C", "C", "C", "C", "C", "C", "C", "C", "C", "C", "C", "C", "H", "H", "H", "H", "H", "H", "H", "H", "H", "H", "H", "H", "H", "H", "H", "H", "H", "H", "H", "H", "H", "H", "H", "H", "H", "H", "H", "H", "H", "H", "H", "H", "H", "H", "H"],
  "xyz": [[-0.02655, -0.75053, -0.37122], [-0.88924, -0.78592, -2.55296], [-0.33268, 1.90987, -0.95773], [0.14297, -3.33788, -0.14245], [2.33547, -1.04752, -1.49285], [1.09367, -0.93964, 1.91253], [-0.36294, 0.00576, 3.91266], [-0.57057, 1.48945, 3.94249], [-0.83249, 5.32053, 0.72574], [-0.91248, -4.03316, 2.19809], [3.16598, -1.26283, -2.25120], [-1.18219, 2.43522, -0.39828], [-1.77968, 4.24951, 1.27158], [5.45537, 0.67242, -3.85525], [-2.29126, 3.13346, 0.29690], [0.77339, 2.21972, 3.92493], [1.41728, -3.98525, 3.33499], [-4.16923, -0.77759, -3.97692], [-2.77221, -0.39576, -4.34602], [0.08898, -4.78889, 3.10645], [0.45352, -0.53333, 2.79832], [5.52356, -0.64387, -3.06156], [4.20610, -1.52325, -3.21652], [-4.79970, 0.18869, -2.98370], [-0.29317, -3.66281, 0.89504], [-1.70170, -0.59639, -3.32410], [4.52680, 1.18717, -3.60849], [-4.40640, -0.06610, -1.99958], [0.08036, 4.88005, 0.32477], [-4.70821, -0.87292, -4.91952], [-2.97344, 3.50657, -0.46699], [1.56978, 1.77769, 3.32621], [-4.57307, 1.23011, -3.21213], [4.47808, -2.56430, -3.04231], [-2.74217, 4.71524, 1.48324], [-2.76962, 0.62399, -4.73099], [-1.15795, 1.79381, 4.80878], [-1.17847, -3.09495, 2.68503], [5.71412, -0.44892, -2.00620], [0.35111, -5.77859, 2.73245], [1.95672, -3.66993, 2.44186], [-5.88290, 0.30338, -2.94346], [-0.36107, -4.99231, 4.07814], [1.18250, 2.37787, 4.92279], [-0.53664, 6.05550, 1.47434], [6.33006, 1.27428, -3.60871], [-1.13486, 1.64235, 3.02254], [3.81011, -1.40151, -4.22472], [-1.31883, -0.51601, 3.95863], [5.47059, 0.44514, -4.92118], [-1.86214, -4.53753, 2.01961], [0.26103, -0.23404, 4.77362], [-2.92902, 2.43858, 0.84325], [-1.36408, 3.77979, 2.16306], [6.35883, -1.25141, -3.40986], [0.70109, 3.25618, 3.59537], [-2.38700, -1.01758, -5.15414], [-4.17271, -1.78643, -3.56422], [-1.29427, 5.87925, -0.08831], [2.06248, -4.46651, 4.06998], [1.15914, -3.02817, 3.78825]]
}

***

No. 4
{
  "formula": "C29H20ClCuN4O4S",
  "method": "ωB97M-V/def2-TZVPD",
  "homo_lumo_gap_ev": 5.00,
  "homo_energy_ev": -0.400,
  "de_lowest_kcal_mol": 0.0,
  "charge": -2,
  "elements": ["Cu", "Cl", "S", "O", "O", "O", "O", "N", "N", "N", "N", "C", "C", "C", "C", "C", "C", "C", "C", "C", "C", "C", "C", "C", "C", "C", "C", "C", "C", "C", "C", "C", "C", "C", "C", "C", "C", "C", "C", "C", "H", "H", "H", "H", "H", "H", "H", "H", "H", "H", "H", "H", "H", "H", "H", "H", "H", "H", "H", "H"],
  "xyz": [[-2.00378, -1.25850, 1.77675], [2.34139, -3.56073, -1.23713], [-0.92487, 0.33130, 2.91493], [1.62526, -5.57673, 1.11465], [-2.72844, -5.02283, 1.14032], [-0.51770, -6.08191, 1.45315], [-3.03198, -2.86338, 1.53450], [-1.24407, -2.44951, -0.56621], [-0.06244, 0.47518, -0.60329], [-0.04300, -2.36761, -1.16584], [0.74155, -1.71803, 2.11994], [-0.43139, 1.85640, -0.37838], [0.61470, -0.46402, 2.58728], [2.00918, 2.44890, -0.22079], [3.00914, -0.23518, 2.54649], [0.23808, -0.01737, -1.82934], [-1.24082, -3.53098, 0.15792], [1.93923, -2.23739, 1.91811], [-3.75598, 3.08879, 1.02126], [3.00780, 3.39798, -0.12020], [1.45016, 5.13688, 0.02158], [3.10112, -1.53438, 2.06734], [0.53354, 0.87619, -2.87284], [0.25384, -1.38330, -2.14931], [-2.77746, 0.97403, -0.40359], [-2.44213, -3.81234, 1.00914], [0.69586, -3.40518, -0.76947], [0.74498, -0.89747, -4.47517], [0.41482, 4.22308, -0.03687], [-1.86519, 2.01786, -0.08521], [-4.64124, 2.11178, 0.62446], [0.43979, -5.38100, 0.92030], [-0.01233, -4.21165, 0.08873], [-4.11226, 1.03237, -0.08845], [0.48685, -1.80255, -3.44221], [1.77644, 0.32020, 2.75829], [-2.41880, 3.06632, 0.64979], [0.77347, 0.47074, -4.15586], [0.61061, 2.81576, -0.22246], [2.78433, 4.75467, -0.04221], [-1.83642, 3.88884, 0.99884], [-1.45660, -5.70586, 1.32352], [1.99112, -3.33691, 1.69058], [-4.06419, 3.92597, 1.65586], [0.37860, -2.83672, -3.69794], [2.34421, 1.40126, -0.22590], [-0.17593, -0.17736, 0.17591], [1.20372, 6.20830, 0.17869], [-2.43977, 0.10889, -0.93172], [-0.54983, 4.63407, -0.04337], [1.66090, 1.35427, 3.09727], [0.91148, -1.27279, -5.45120], [0.51457, 1.93189, -2.58598], [4.04626, -2.04647, 2.02083], [-5.67740, 2.13841, 0.92789], [4.06492, 3.05328, -0.06117], [0.98894, 1.22554, -4.91274], [3.61428, 5.43562, -0.04535], [-4.77572, 0.17361, -0.32812], [3.91859, 0.30978, 2.65400]]
}

***

In the order shown, the computed E values come out to -7805.6375 -28087.2217 -73379.3329 -112548.4926 eV.